[1]
Density functional theory data (ωB97M-V/def2-TZVPD) for C4H6BrN3 in the gas phase in a non-equilibrium geometry.

**HOMO-LUMO gap**: 8.801 eV
**LUMO**: -0.0103 hartree
**M**: 176.02 g/mol
**Structure (SMILES)**: CN(Br)n1cccn1
**E_tot**: -78754.795 eV
**Spin multiplicity**: 1
**ΔE to the lowest compared entry with this formula, charge and spin**: 61.8 kcal/mol

Each line ends with the natural charge from an NBO analysis.
Geometry (Å):
C -2.0955 0.4696 -0.6034  -0.43
N -1.1842 -0.6869 -0.1736  -0.25
Br -1.8934 -1.3973 1.5224  0.08
N 0.1090 -0.3483 -0.0996  -0.06
C 1.1810 -1.1495 0.0058  -0.03
C 2.2509 -0.3532 0.2797  -0.33
C 1.7170 0.9491 0.4124  -0.03
N 0.4320 0.9259 0.2217  -0.29
H -2.8264 0.2489 -1.2963  0.21
H -2.5928 1.0556 0.0953  0.21
H -1.5551 1.1893 -1.2127  0.23
H 0.9571 -2.1543 -0.1969  0.23
H 3.3350 -0.7036 0.3951  0.24
H 2.1652 1.9546 0.6499  0.22

***

[2]
Density functional theory data (ωB97M-V/def2-TZVPD) for a molecular structure, C4H6BrNO2 in a non-equilibrium geometry.

**HOMO-LUMO gap**: 9.883 eV
**LUMO**: -0.0246 hartree
**M**: 180.00 g/mol
**E_tot**: -79867.567 eV
**Spin multiplicity**: 1
**ΔE to the lowest compared entry with this formula, charge and spin**: 124.0 kcal/mol

Each line ends with the natural charge from an NBO analysis.
Geometry (Å):
C -1.1160 0.4470 -0.2848  -0.41
C -1.0972 -1.0389 -0.6115  -0.09
C 0.2247 0.1773 0.5110  -0.43
C 0.1326 -1.1517 -0.0718  0.04
N 0.9303 -2.3029 0.0774  0.51
O 0.5663 -3.4080 -0.2844  -0.37
O 2.0076 -2.0670 0.5899  -0.39
Br 4.1898 0.4108 -0.0374  -0.22
H -1.0668 1.1518 -1.2286  0.22
H -2.0183 0.9879 0.3200  0.22
H -1.9307 -1.5021 -1.1228  0.24
H 4.1890 -0.9998 -0.2109  0.22
H 0.8942 0.9540 0.1959  0.23
H -0.0370 0.3068 1.5038  0.22

***

[3]
Density functional theory data (ωB97M-V/def2-TZVPD) for a molecular structure, C4H6CaClO7 in a non-equilibrium geometry.

**HOMO-LUMO gap**: 5.270 eV
**LUMO**: -0.2673 hartree
**M**: 241.62 g/mol
**E_tot**: -49524.076 eV
**Spin multiplicity**: 1
**ΔE to the lowest compared entry with this formula, charge and spin**: 0.0 kcal/mol
**Charge**: +1

Each line ends with the natural charge from an NBO analysis.
Geometry (Å):
Ca -2.4175 -3.0302 3.0304  1.92
Cl -0.1082 -0.7483 3.0616  2.54
O -1.4293 -0.5699 2.4117  -0.96
O -0.0795 -2.1622 3.5114  -1.00
O 0.9809 -0.4874 2.2221  -0.74
O -0.0653 0.0781 4.2076  -0.76
C 1.0237 -0.8938 -1.4611  -0.63
C 0.2607 0.2990 -2.0548  0.06
C -0.9411 0.7442 -1.2131  -0.10
O -0.6786 2.0971 -0.8917  -0.49
C 0.5935 2.4039 -1.1749  0.97
O 1.0849 3.4161 -0.7908  -0.56
O 1.1686 1.4111 -1.8642  -0.49
H 1.9991 -1.0072 -1.9296  0.24
H 0.4823 -1.8031 -1.7501  0.20
H 1.1305 -0.7832 -0.3867  0.22
H 0.0016 0.2194 -3.1089  0.20
H -1.0375 0.2018 -0.2581  0.17
H -1.9689 0.6145 -1.5608  0.20

***

[4]
Density functional theory data (ωB97M-V/def2-TZVPD) for a molecular structure, C4H6CaO7 in a non-equilibrium geometry.

**HOMO-LUMO gap (alpha / beta)**: 10.942 / 2.270 eV
**LUMO (alpha / beta)**: 0.0078 / -0.1046 hartree
**M**: 206.16 g/mol
**E_tot**: -37014.151 eV
**Spin multiplicity**: 1
**ΔE to the lowest compared entry with this formula, charge and spin**: 15.2 kcal/mol

Each line ends with the natural charge from an NBO analysis.
Geometry (Å):
O 3.6524 1.7111 0.6030  -0.87
C 3.0617 0.6602 0.2098  0.96
O 3.7497 -0.3611 -0.0979  -0.89
O 1.7526 0.6555 0.1919  -0.49
O -1.0988 0.4249 -0.2157  -0.50
C -2.4344 0.4131 0.0363  0.98
O -2.8818 -0.0281 1.0921  -0.65
O -2.9251 1.5856 -0.4464  -0.67
C -0.3123 -0.5278 0.4822  -0.09
C 1.0685 -0.5708 -0.1099  -0.09
Ca 5.6242 0.7764 0.3041  0.96
H -3.8564 1.6573 -0.2062  0.49
H -0.7604 -1.5269 0.3865  0.20
H -0.2683 -0.2634 1.5479  0.20
H 1.0308 -0.6915 -1.1998  0.20
H 1.6194 -1.4117 0.3260  0.21
O -3.0965 -1.1042 -1.6453  -0.39
H -3.9251 -1.3986 -1.2584  0.42

***

[5]
Density functional theory data (ωB97M-V/def2-TZVPD) for 4 unconnected molecules or ions with the total composition C4H6Cl10.

**HOMO-LUMO gap**: 11.369 eV
**LUMO**: 0.0160 hartree
**M**: 408.62 g/mol
**Structure (SMILES)**: ClC(Cl)Cl.ClC(Cl)Cl.ClCCl.ClCCl
**E_tot**: -129469.429 eV
**Spin multiplicity**: 1
**ΔE to the lowest compared entry with this formula, charge and spin**: 2.2 kcal/mol

Each line ends with the natural charge from an NBO analysis.
Geometry (Å):
Cl 3.7514 3.3528 2.0286  0.02
C 2.1902 3.6908 1.2831  -0.29
Cl 2.3603 4.8646 -0.0079  0.03
Cl 1.0276 4.2203 2.5034  0.01
H 1.8002 2.7717 0.8669  0.23
Cl -0.2461 -0.7064 0.1017  0.01
C 1.4962 -0.9464 -0.1153  -0.29
Cl 2.2392 -1.5141 1.3808  0.03
Cl 2.2797 0.5118 -0.6842  0.03
H 1.6157 -1.7251 -0.8567  0.23
Cl -2.8240 -5.0536 -0.4573  -0.01
C -1.2922 -5.5179 -1.1824  -0.39
Cl -0.0698 -4.2427 -1.0335  -0.04
H -0.9161 -6.3988 -0.6772  0.22
H -1.4410 -5.7087 -2.2380  0.22
Cl -1.0117 3.3361 -0.6097  -0.02
C -2.3784 2.3531 -0.1010  -0.40
Cl -3.9140 3.0218 -0.6581  -0.02
H -2.2524 1.3648 -0.5244  0.22
H -2.4148 2.3259 0.9812  0.22

***

[6]
Density functional theory data (ωB97M-V/def2-TZVPD) for C4H6Cl2Si in the gas phase in a non-equilibrium geometry.

**HOMO-LUMO gap (alpha / beta)**: 6.843 / 7.844 eV
**LUMO (alpha / beta)**: 0.0290 / -0.0903 hartree
**M**: 153.08 g/mol
**E_tot**: -37166.187 eV
**Spin multiplicity**: 3
**ΔE to the lowest compared entry with this formula, charge and spin**: 0.0 kcal/mol

Each line ends with the natural charge from an NBO analysis.
Geometry (Å):
C 1.0200 0.1150 -1.0403  -0.17
C -0.3151 0.1035 -1.4281  -0.55
C 1.2570 -0.2775 0.3918  -0.48
C 0.0574 0.1744 1.3097  -0.82
Si -1.4666 0.0795 0.0193  1.37
Cl -2.6978 -1.5073 0.2776  -0.35
Cl -2.6576 1.7154 -0.1796  -0.36
H 1.9012 0.1566 -1.7674  0.19
H -0.5886 0.1950 -2.5704  0.22
H 1.0998 -1.3656 0.3185  0.22
H 2.2184 0.0550 0.8711  0.24
H -0.0615 -0.6480 2.0439  0.24
H 0.2333 1.2041 1.7539  0.24

***

[7]
Density functional theory data (ωB97M-V/def2-TZVPD) for C4H6ClF in the gas phase in a non-equilibrium geometry.

**HOMO-LUMO gap**: 10.929 eV
**LUMO**: 0.0366 hartree
**M**: 108.54 g/mol
**Structure (SMILES)**: C[C@@H]1C[C@@]1(F)Cl
**E_tot**: -19483.206 eV
**Spin multiplicity**: 1
**ΔE to the lowest compared entry with this formula, charge and spin**: 35.4 kcal/mol

Each line ends with the natural charge from an NBO analysis.
Geometry (Å):
C 0.6107 -1.2573 -0.5807  -0.61
C 0.5592 0.3138 -0.0776  -0.24
C -0.3368 0.4845 1.0246  -0.47
C -0.7988 1.0496 -0.1846  0.26
F -1.8381 0.3708 -0.8700  -0.34
Cl -0.8489 2.6858 -0.3907  0.06
H 0.0285 -1.6307 -1.3657  0.22
H 1.6311 -1.5438 -1.0099  0.21
H 0.4238 -1.9099 0.2221  0.20
H 1.5790 0.7576 -0.0235  0.24
H -0.8883 -0.4178 1.3608  0.23
H -0.1214 1.0975 1.8950  0.23

***

[8]
Density functional theory data (ωB97M-V/def2-TZVPD) for C4H6ClF in the gas phase in a non-equilibrium geometry.

**HOMO-LUMO gap**: 9.968 eV
**LUMO**: 0.0331 hartree
**M**: 108.54 g/mol
**Structure (SMILES)**: CC(C)=C(F)Cl
**E_tot**: -19484.591 eV
**Spin multiplicity**: 1
**ΔE to the lowest compared entry with this formula, charge and spin**: 3.5 kcal/mol

Each line ends with the natural charge from an NBO analysis.
Geometry (Å):
C -1.1706 0.3014 0.7231  -0.63
C 0.0700 0.1102 -0.0358  -0.10
C 0.5091 -1.2719 -0.3397  -0.63
C 0.7037 1.1942 -0.4870  0.35
F 0.3534 2.4535 -0.2009  -0.32
Cl 2.2152 1.2150 -1.3560  -0.02
H -1.1137 -0.1795 1.6984  0.22
H -1.9778 -0.2103 0.1847  0.22
H -1.4108 1.3806 0.8746  0.24
H -0.2737 -1.9357 -0.7423  0.22
H 1.4336 -1.2997 -0.9071  0.24
H 0.6615 -1.7578 0.5880  0.22